#w
The following is a DFT calculation (ωB97M-V/def2-TZVPD) of a single C9H12N2O molecule.

Last column: Mulliken charge in e.
Element x y z (Å)
C  -0.619  0.013  2.367  -1.182
C  -0.210  -0.617  1.042  -0.091
C  -1.441  -1.131  0.211  -1.081
C  -2.249  -0.194  -0.605  -0.536
C  -1.264  0.833  -1.243  -0.443
C  0.215  0.825  -0.856  0.400
N  1.078  1.179  -1.807  -0.665
C  2.406  0.935  -1.744  -0.132
C  2.985  0.263  -0.683  -0.631
C  2.106  -0.109  0.349  0.702
O  2.504  -0.702  1.344  -0.684
N  0.760  0.180  0.265  0.191
H  -1.579  -0.416  2.716  0.345
H  -0.618  1.119  2.189  0.292
H  0.298  -0.285  3.048  0.273
H  0.261  -1.566  1.333  0.362
H  -1.030  -1.821  -0.557  0.391
H  -2.069  -1.781  0.757  0.590
H  -3.177  0.219  -0.194  0.417
H  -2.528  -0.852  -1.485  0.194
H  -1.709  1.792  -0.975  0.204
H  -1.174  0.689  -2.360  0.349
H  2.955  1.265  -2.620  0.402
H  4.099  0.164  -0.493  0.334

Values from the calculation:
SMILES ... C[C@H]1CCCc2nccc(=O)n21
HOMO-LUMO gap ... 0.3350 hartree
HOMO level ... -8.689 eV

***

#x
The following is a DFT calculation (ωB97M-V/def2-TZVPD) of 2 unconnected molecules or ions with the total composition C9H12N2O.

Last column: Mulliken charge in e.
Element x y z (Å)
C  -3.601  0.364  -0.059  -0.387
C  -2.847  1.177  0.739  -0.474
C  -2.994  -0.760  -0.670  -0.371
C  -1.436  0.900  0.973  -0.304
C  -1.683  -1.032  -0.436  -0.415
C  -0.880  -0.147  0.255  0.326
C  1.809  -0.496  -1.037  -0.626
C  2.281  0.922  -0.900  -0.484
C  1.284  -0.733  0.369  0.449
N  2.991  0.915  0.382  -0.527
N  2.142  0.064  1.236  -0.358
O  1.183  -1.994  0.834  -0.482
H  -4.569  0.507  -0.462  0.354
H  -3.264  2.111  1.092  0.332
H  -3.738  -1.255  -1.389  0.229
H  -1.015  1.788  1.422  0.283
H  -1.095  -1.817  -0.901  0.318
H  0.981  -0.755  -1.705  0.353
H  2.668  -1.210  -1.158  0.284
H  3.023  1.095  -1.708  0.317
H  1.412  1.595  -0.791  0.326
H  3.813  0.308  0.268  0.283
H  1.828  0.617  1.957  0.235
H  1.708  -2.166  1.690  0.337

Values from the calculation:
HOMO-LUMO gap ... 0.3324 hartree
HOMO level ... -8.277 eV

***

The structure with the greatest stability is #w.

***

#w
The following is a DFT calculation (ωB97M-V/def2-TZVPD) of 12 unconnected molecules or ions with the total composition H24O12.

Last column: Mulliken charge in e.
Element x y z (Å)
O  -0.919  1.420  2.334  -0.733
H  -0.340  0.880  1.796  0.344
H  -1.795  1.257  1.985  0.453
O  0.370  3.105  -0.580  -0.585
H  0.161  3.967  -0.219  0.268
H  1.199  2.866  -0.166  0.278
O  -0.279  -2.567  0.119  -0.581
H  -0.501  -2.135  0.944  0.290
H  -1.069  -3.053  -0.117  0.298
O  1.534  -0.052  -2.492  -0.550
H  1.638  0.519  -3.253  0.256
H  1.528  -0.938  -2.855  0.248
O  -2.404  2.105  -1.173  -0.659
H  -2.643  3.030  -1.110  0.260
H  -1.457  2.092  -1.034  0.373
O  -2.276  -0.500  -3.219  -0.615
H  -3.010  -1.078  -3.011  0.294
H  -1.941  -0.222  -2.366  0.291
O  -2.984  0.607  0.959  -0.759
H  -2.705  1.341  0.412  0.378
H  -3.690  0.192  0.463  0.274
O  -0.853  -1.767  2.723  -0.613
H  -1.143  -0.965  3.157  0.286
H  -0.845  -2.426  3.418  0.264
O  2.120  -1.170  2.770  -0.696
H  2.558  -1.463  1.971  0.412
H  1.192  -1.137  2.538  0.324
O  3.618  1.016  -0.875  -0.611
H  4.414  0.491  -0.951  0.270
H  2.933  0.471  -1.262  0.392
O  0.230  0.292  0.166  -0.052
H  0.510  0.411  -0.741  0.026
H  -0.352  -0.468  0.140  0.232
O  2.588  -1.937  0.169  -0.616
H  1.747  -1.612  -0.153  0.263
H  2.866  -2.574  -0.489  0.295

Values from the calculation:
SMILES ... O.O.O.O.O.O.O.O.O.O.O.O
HOMO-LUMO gap ... 0.3656 hartree
HOMO level ... -10.008 eV

***

#x
The following is a DFT calculation (ωB97M-V/def2-TZVPD) of 12 unconnected molecules or ions with the total composition H24O12.

Last column: Mulliken charge in e.
Element x y z (Å)
O  0.512  0.300  -0.666  -0.788
H  1.406  0.180  -0.326  0.358
H  0.640  0.758  -1.505  0.311
O  -2.378  1.043  -1.353  -0.638
H  -2.269  0.087  -1.289  0.230
H  -1.512  1.394  -1.120  0.325
O  -1.939  3.348  -2.341  -0.619
H  -1.427  2.748  -2.895  0.303
H  -2.171  2.817  -1.571  0.387
O  -3.984  -2.470  -0.593  -0.578
H  -4.606  -1.809  -0.917  0.317
H  -3.188  -1.964  -0.394  0.294
O  -2.710  -3.634  0.642  -0.621
H  -1.950  -3.076  0.844  0.294
H  -2.953  -4.016  1.493  0.298
O  3.376  3.919  -1.148  -0.625
H  3.339  4.227  -2.061  0.316
H  4.303  4.019  -0.904  0.314
O  -1.857  2.623  2.942  -0.599
H  -1.592  1.742  2.653  0.271
H  -1.030  3.044  3.202  0.308
O  4.994  -1.655  2.299  -0.632
H  4.644  -2.528  2.090  0.312
H  4.309  -1.049  1.996  0.321
O  -3.337  1.082  1.380  -0.578
H  -3.009  0.660  2.183  0.309
H  -2.622  1.672  1.117  0.317
O  2.327  -0.777  -2.001  -0.648
H  2.418  -1.337  -2.780  0.314
H  1.375  -0.708  -1.872  0.402
O  1.571  0.287  2.788  -0.621
H  1.068  -0.414  3.218  0.318
H  2.326  0.425  3.372  0.309
O  2.044  -3.263  -2.236  -0.560
H  2.684  -3.982  -2.181  0.280
H  1.197  -3.690  -2.067  0.298

Values from the calculation:
SMILES ... O.O.O.O.O.O.O.O.O.O.O.O
HOMO-LUMO gap ... 0.3727 hartree
HOMO level ... -10.495 eV

***

The structure with the greatest stability is #w.

***

#w
The following is a DFT calculation (ωB97M-V/def2-TZVPD) of a molecular structure, H24O12.

Last column: Mulliken charge in e.
Element x y z (Å)
O  1.361  -2.616  1.030  -0.870
H  0.946  -2.351  0.209  0.489
H  1.868  -1.850  1.300  0.538
O  -0.678  2.223  -0.488  -0.956
H  -1.113  3.049  -0.701  0.290
H  -0.379  1.885  -1.332  -0.315
O  0.256  1.244  1.039  -0.427
H  0.986  1.785  1.341  0.353
H  -0.098  1.717  0.287  0.422
O  -0.821  -2.609  -0.188  -0.652
H  -0.778  -3.531  0.066  0.274
H  -0.877  -2.134  0.641  0.472
O  0.007  1.609  -2.238  -0.498
H  -0.782  1.556  -2.777  0.427
H  0.578  2.216  -2.708  0.376
O  2.031  -0.652  1.057  -0.502
H  2.031  -0.112  1.847  0.273
H  2.943  -0.656  0.769  0.328
O  -1.203  0.003  1.412  -0.917
H  -1.971  0.322  0.938  0.258
H  -0.518  0.643  1.219  0.829
O  0.156  -0.320  -0.455  -0.306
H  0.434  0.583  -0.608  -0.324
H  0.073  -0.387  0.496  -0.134
O  -0.038  -1.694  -1.831  -1.027
H  0.262  -0.951  -1.307  0.712
H  -0.724  -2.100  -1.300  0.347
O  1.773  2.053  -0.452  -0.715
H  2.187  1.251  -0.772  0.392
H  1.091  2.245  -1.095  0.485
O  -2.109  0.796  -0.566  -0.861
H  -1.362  1.332  -0.834  0.864
H  -2.656  1.388  -0.051  0.319
O  -1.036  -2.309  1.821  -0.592
H  -1.498  -1.957  2.581  0.380
H  -0.342  -1.673  1.647  0.269

Values from the calculation:
HOMO-LUMO gap ... 0.1942 hartree
HOMO level ... -6.453 eV

***

#x
The following is a DFT calculation (ωB97M-V/def2-TZVPD) of 12 unconnected molecules or ions with the total composition H24O12.

Last column: Mulliken charge in e.
Element x y z (Å)
O  2.106  -1.274  -2.030  -0.644
H  2.583  -0.703  -2.644  0.232
H  2.451  -2.161  -2.213  0.306
O  0.186  -3.405  -1.288  -0.652
H  0.044  -3.502  -0.342  0.310
H  0.761  -2.634  -1.337  0.414
O  0.336  0.790  -0.201  -0.344
H  0.811  0.161  -0.761  0.123
H  -0.279  1.282  -0.775  0.318
O  -2.111  -1.662  -0.215  -0.627
H  -1.638  -1.006  0.319  0.412
H  -1.667  -2.497  -0.036  0.235
O  -1.441  0.410  2.035  -0.564
H  -2.094  0.075  2.659  0.262
H  -1.966  0.793  1.306  0.292
O  0.674  -0.908  2.554  -0.603
H  0.170  -0.108  2.311  0.374
H  0.492  -1.049  3.488  0.233
O  1.404  2.810  1.559  -0.621
H  1.527  3.726  1.291  0.277
H  0.804  2.420  0.904  0.312
O  -2.443  -0.317  -2.844  -0.649
H  -2.538  -0.788  -2.000  0.384
H  -1.738  0.319  -2.682  0.281
O  -3.016  1.827  0.025  -0.591
H  -3.150  1.733  -0.928  0.292
H  -3.722  2.410  0.326  0.262
O  3.768  0.398  2.239  -0.630
H  3.484  0.646  3.123  0.311
H  3.019  0.635  1.684  0.315
O  2.221  -2.363  0.700  -0.605
H  1.530  -2.001  1.293  0.375
H  2.340  -1.654  0.057  0.256
O  -1.042  2.275  -2.242  -0.562
H  -1.515  3.096  -2.422  0.244
H  -0.351  2.227  -2.917  0.274

Values from the calculation:
SMILES ... O.O.O.O.O.O.O.O.O.O.O.O
HOMO-LUMO gap ... 0.3627 hartree
HOMO level ... -10.264 eV

***

The structure with the greatest stability is #x.

***

#w
The following is a DFT calculation (ωB97M-V/def2-TZVPD) of 12 unconnected molecules or ions with the total composition H24O12.

Last column: Mulliken charge in e.
Element x y z (Å)
O  -9.578  -15.633  22.033  -0.638
H  -8.670  -15.854  22.265  0.294
H  -9.588  -15.583  21.051  0.375
O  -12.526  -15.395  19.715  -0.648
H  -11.610  -15.346  19.419  0.295
H  -12.514  -16.240  20.192  0.387
O  -8.879  -12.696  18.858  -0.681
H  -9.314  -12.667  19.723  0.351
H  -8.047  -13.153  19.022  0.268
O  -11.586  -17.977  18.225  -0.661
H  -10.657  -18.253  18.097  0.327
H  -11.909  -18.490  18.975  0.287
O  -9.653  -15.700  19.279  0.112
H  -9.140  -16.463  18.973  -0.131
H  -9.670  -15.088  18.522  0.125
O  -8.081  -15.183  16.270  -0.634
H  -7.853  -15.267  15.339  0.273
H  -9.057  -15.095  16.300  0.321
O  -6.527  -16.463  18.396  -0.653
H  -6.768  -15.893  19.132  0.349
H  -7.001  -16.094  17.627  0.294
O  -8.853  -18.796  17.844  -0.723
H  -8.426  -18.258  18.539  0.480
H  -9.050  -19.641  18.265  0.309
O  -10.758  -15.542  16.627  -0.652
H  -11.615  -15.205  16.339  0.308
H  -10.987  -16.317  17.173  0.319
O  -7.753  -17.594  20.160  -0.552
H  -7.914  -17.814  21.085  0.204
H  -6.801  -17.707  20.026  0.328
O  -11.759  -17.619  21.317  -0.662
H  -10.859  -17.279  21.432  0.316
H  -12.196  -17.396  22.148  0.306
O  -11.324  -12.081  17.501  -0.656
H  -10.686  -12.623  17.992  0.363
H  -11.049  -11.176  17.675  0.301

Values from the calculation:
SMILES ... O.O.O.O.O.O.O.O.O.O.O.O
HOMO-LUMO gap ... 0.3625 hartree
HOMO level ... -10.154 eV

***

#x
The following is a DFT calculation (ωB97M-V/def2-TZVPD) of 12 unconnected molecules or ions with the total composition H24O12.

Last column: Mulliken charge in e.
Element x y z (Å)
O  0.082  0.317  0.123  -0.639
H  0.085  -0.595  0.436  0.385
H  -0.443  0.286  -0.685  0.322
O  -1.692  2.858  3.818  -0.619
H  -1.568  3.809  3.724  0.314
H  -2.114  2.593  2.993  0.309
O  3.589  2.853  -0.308  -0.599
H  3.243  3.520  0.296  0.299
H  4.515  2.766  -0.055  0.308
O  -2.415  3.640  -0.539  -0.617
H  -3.163  3.038  -0.629  0.327
H  -2.267  3.688  0.412  0.299
O  -3.491  0.660  -2.573  -0.639
H  -2.844  0.181  -3.102  0.337
H  -3.003  1.420  -2.236  0.309
O  -2.348  -3.015  -0.718  -0.660
H  -2.281  -2.161  -0.277  0.258
H  -3.033  -2.882  -1.383  0.316
O  0.105  -1.324  2.229  -0.568
H  -0.747  -0.998  1.917  0.257
H  0.041  -1.266  3.189  0.254
O  3.567  0.236  -3.005  -0.587
H  2.908  0.768  -3.465  0.309
H  4.019  -0.240  -3.711  0.288
O  -1.512  -3.198  1.212  -0.582
H  -1.110  -3.155  0.337  0.416
H  -1.523  -4.139  1.419  0.247
O  3.127  -1.538  2.200  -0.587
H  2.169  -1.437  2.228  0.321
H  3.461  -0.671  2.458  0.301
O  -0.539  -0.664  -2.090  -0.541
H  -0.304  -1.476  -2.553  0.300
H  -1.479  -0.764  -1.902  0.218
O  2.499  -1.390  0.051  -0.608
H  2.747  -0.564  -0.380  0.310
H  1.721  -1.159  0.571  0.239

Values from the calculation:
SMILES ... O.O.O.O.O.O.O.O.O.O.O.O
HOMO-LUMO gap ... 0.3105 hartree
HOMO level ... -8.640 eV

***

#y
The following is a DFT calculation (ωB97M-V/def2-TZVPD) of 12 unconnected molecules or ions with the total composition H24O12.

Last column: Mulliken charge in e.
Element x y z (Å)
O  -7.450  -11.068  6.391  -0.732
H  -6.673  -11.414  6.789  0.300
H  -8.129  -11.085  7.111  0.316
O  -8.314  -10.656  3.984  -0.161
H  -8.019  -10.756  4.933  0.087
H  -7.857  -11.381  3.518  0.474
O  -6.301  -8.924  3.554  -0.640
H  -6.983  -9.538  3.346  0.356
H  -5.947  -8.584  2.751  0.249
O  -4.561  -10.034  5.559  -0.605
H  -3.936  -9.331  5.764  0.268
H  -5.403  -9.613  5.376  0.312
O  -10.346  -10.048  5.723  -0.655
H  -9.689  -10.035  5.034  0.154
H  -11.174  -10.015  5.250  0.314
O  -7.136  -12.897  2.978  -0.624
H  -6.531  -12.756  3.743  0.296
H  -6.597  -13.330  2.267  0.281
O  -7.591  -13.819  6.333  -0.644
H  -7.937  -14.311  5.603  0.360
H  -7.802  -12.919  6.004  0.364
O  -8.993  -12.215  0.750  -0.583
H  -8.639  -11.343  0.720  0.362
H  -8.632  -12.658  -0.009  0.299
O  -10.521  -12.647  3.550  -0.619
H  -10.576  -12.545  4.486  0.317
H  -9.984  -11.877  3.350  0.290
O  -8.291  -9.593  1.501  -0.695
H  -8.844  -9.972  2.171  0.282
H  -8.847  -9.190  0.840  0.288
O  -6.502  -8.566  7.801  -0.602
H  -6.090  -7.950  7.228  0.316
H  -6.972  -9.162  7.213  0.258
O  -8.135  -7.865  5.616  -0.595
H  -7.565  -8.140  4.931  0.344
H  -8.930  -7.619  5.189  0.269

Values from the calculation:
SMILES ... O.O.O.O.O.O.O.O.O.O.O.O
HOMO-LUMO gap ... 0.3936 hartree
HOMO level ... -10.728 eV

***

The structure with the greatest stability is #w.